1.
ORCA calculation (ωB97M-V/def2-TZVPD) on a molecular structure, C13H19BBr2NO2Yb at a distorted geometry.

Each line ends with the natural charge from an NBO analysis.
Cartesian coordinates (Å):
C (4.655582, 0.579443, 0.665878)  -0.730
C (4.449927, 0.116972, -0.871600)  0.757
O (5.053629, 0.681335, -1.814708)  -0.461
O (3.540842, -0.963282, -1.258783)  -0.567
C (2.294280, -0.751228, -0.540578)  -0.028
C (0.982882, -1.362926, -1.305738)  -0.433
C (-0.138018, -0.207036, -1.506624)  -0.596
B (-1.135150, -0.084920, -0.188153)  0.028
C (-1.549767, 1.495446, 0.063539)  -0.191
C (-1.068031, 2.247922, 1.373399)  -0.222
C (-1.541095, 3.741702, 1.379897)  -0.262
C (-2.369564, 4.433704, 0.278060)  -0.005
N (-2.815371, 3.701765, -0.857627)  -0.420
C (-2.408018, 2.344522, -0.909001)  0.010
C (-2.424369, -1.071982, -0.438031)  -0.450
Br (-4.041675, -0.474546, 0.558900)  0.002
C (-2.130863, -2.611366, 0.000584)  -0.241
C (-1.722786, -2.786157, 1.541563)  -0.635
Br (-3.875844, -3.596040, -0.292895)  -0.006
H (4.877324, -0.383551, 1.253662)  0.194
H (5.499549, 1.355294, 0.730545)  0.302
H (3.676870, 1.070551, 1.034370)  0.259
H (2.141467, 0.375546, -0.442564)  0.274
H (2.418700, -1.266984, 0.509483)  -0.081
H (1.278313, -1.849942, -2.309958)  0.255
H (0.569591, -2.213033, -0.635732)  0.117
H (0.428314, 0.770958, -1.694135)  0.233
H (-0.720012, -0.465678, -2.458366)  0.232
H (-0.499195, -0.474797, 0.744351)  -0.089
H (-0.451479, 1.759246, 2.193669)  0.213
H (-1.217084, 4.390096, 2.275626)  0.213
H (-2.646691, 5.548482, 0.348793)  0.221
H (-2.775321, 1.767783, -1.842490)  0.193
H (-2.688268, -1.062078, -1.554420)  0.228
H (-1.386731, -3.081933, -0.739735)  0.198
H (-2.240506, -2.040873, 2.250581)  0.277
H (-1.985648, -3.853827, 1.868813)  0.235
H (-0.577160, -2.625117, 1.664227)  0.107
Yb (2.541379, -3.153470, 0.925196)  1.869

Force components x, y, z for each atom (eV/Å):
C -0.947 -0.597 -0.897
C 2.922 2.906 -3.534
O -2.645 -2.756 4.305
O -0.096 1.082 2.179
C -1.012 0.126 -1.546
C 0.897 0.071 -0.288
C 0.959 -0.654 -0.755
B -0.582 1.204 -0.802
C -0.356 3.902 1.962
C -3.275 2.572 -4.661
C 0.133 -1.095 -0.811
C 1.276 -3.508 0.549
N 2.419 -1.654 2.940
C 0.871 -0.069 1.270
C 0.138 -1.446 -0.393
Br 0.602 0.055 -0.306
C -0.537 1.243 -0.010
C -0.094 -0.594 -0.254
Br 1.195 -0.229 0.049
H -0.190 1.560 -0.502
H -1.256 -1.501 -0.291
H 1.613 -0.872 -0.439
H -0.106 -1.704 0.603
H -0.309 2.321 -0.678
H -0.064 0.762 1.611
H 0.171 0.785 -0.592
H -0.648 -1.342 0.117
H 0.924 0.375 1.152
H 0.617 -0.185 0.933
H -1.006 0.841 -1.205
H -0.639 -1.061 -1.557
H 0.485 -2.088 -0.090
H 0.549 1.171 1.616
H -0.021 -0.176 1.682
H -1.125 0.585 1.218
H 0.765 -1.064 -1.364
H 0.477 1.568 -0.410
H -1.292 -0.162 -0.149
Yb -0.811 -0.374 -0.652

Calculated values
2S+1 = 1
LUMO = -7.79 eV
Orbital gap = 1.845 eV
Max |F| = 6.250 eV/A
Total charge = +1
DFT total energy = -191648.36680 eV



2.
ORCA calculation (ωB97M-V/def2-TZVPD) on a single C4H7NO2 molecule at a distorted geometry.

Each line ends with the natural charge from an NBO analysis.
Cartesian coordinates (Å):
C (0.311930, 1.836842, 0.571270)  -0.634
C (0.117937, 0.577973, -0.247640)  0.077
C (0.557516, -0.667554, 0.448628)  -0.277
N (0.100062, -1.643028, -0.519477)  -0.664
C (-1.158091, -1.232346, -0.863466)  0.869
O (-2.048198, -1.834677, -1.397571)  -0.589
O (-1.270959, 0.102587, -0.424546)  -0.525
H (0.111268, 1.688501, 1.638763)  0.218
H (-0.310286, 2.645737, 0.190227)  0.233
H (1.363597, 2.147924, 0.482699)  0.224
H (0.475056, 0.699798, -1.268529)  0.191
H (-0.431301, -0.522437, 1.123840)  0.227
H (1.652565, -0.774198, 0.614249)  0.231
H (0.403356, -2.600128, -0.605065)  0.420

Force components x, y, z for each atom (eV/Å):
C -0.220 0.004 -0.087
C -0.302 0.216 -0.305
C -0.751 0.234 0.003
N -0.283 0.003 -0.293
C -0.469 0.269 -0.270
O 0.304 0.302 0.192
O -0.192 0.060 -1.100
H -0.143 -0.043 -0.248
H -0.002 0.028 0.075
H -0.288 -0.131 -0.075
H 0.422 0.041 -0.024
H 3.297 -1.212 1.036
H -1.058 0.108 0.879
H -0.313 0.121 0.217

Calculated values
2S+1 = 1
SMILES = C[C@H]1CNC(=O)O1
LUMO = 0.85 eV
Energy relative to the best compared isomer or geometry (same formula, charge and spin) = 1.579 eV
Orbital gap = 10.643 eV
Max |F| = 3.662 eV/A
Total charge = 0
DFT total energy = -9845.70033 eV



3.
ORCA calculation (ωB97M-V/def2-TZVPD) on 2 unconnected molecules or ions with the total composition H6N2 at a distorted geometry.

Each line ends with the natural charge from an NBO analysis.
Cartesian coordinates (Å):
N (0.414307, -0.000659, -1.186146)  -1.083
H (0.569378, -0.873478, -0.671597)  0.373
H (1.334697, 0.425431, -1.334316)  0.366
H (0.053548, -0.259458, -2.109996)  0.367
N (-0.628242, -0.105589, 1.362103)  -1.109
H (-0.603492, 0.151922, 0.370294)  0.389
H (0.246867, 0.228191, 1.778543)  0.347
H (-1.387061, 0.433641, 1.791113)  0.351

Force components x, y, z for each atom (eV/Å):
N 0.582 -0.381 -0.870
H 0.008 0.306 -0.349
H -0.443 -0.188 0.039
H 0.223 0.105 0.408
N -0.315 0.405 0.395
H -0.009 0.132 0.626
H -0.452 -0.067 -0.195
H 0.406 -0.311 -0.055

Calculated values
2S+1 = 1
SMILES = N.N
LUMO = 1.08 eV
Energy relative to the best compared isomer or geometry (same formula, charge and spin) = 0.152 eV
Orbital gap = 10.547 eV
Max |F| = 1.114 eV/A
Total charge = 0
DFT total energy = -3077.57084 eV